51
Properties=species:S:1:pos:R:3:forces:R:3:lowdin_charge:R:1 method="wB97M-V/def2-TZVPD" e_above_lowest_kcal_mol=18.2 homo_ev=-9.34 gap_ev=9.94 smiles="Cc1cc(C)cc(N(CCC#N)C(=O)CN2C(=O)NC3(CCCC3)C2=O)c1"
C 4.5297 -2.2140 2.3313 0.0 0.0 0.0 -0.047
C 3.8921 -1.2318 1.3969 0.0 0.0 0.0 -0.260
C 4.3647 0.0735 1.3245 -0.1 0.0 -0.1 -0.003
C 3.7974 1.0082 0.4702 0.0 -0.1 0.0 -0.252
C 4.3150 2.4114 0.4038 0.0 0.0 0.0 -0.043
C 2.7391 0.6192 -0.3417 0.0 -0.2 0.1 0.026
C 2.2614 -0.6802 -0.2817 0.2 0.1 0.2 -0.241
N 1.1981 -1.0734 -1.1440 0.4 -0.1 -0.2 -0.008
C 1.5592 -1.3546 -2.5187 -0.2 -0.1 -0.2 -0.121
C 2.1810 -2.7552 -2.6472 -0.2 0.2 0.6 -0.145
C 2.6012 -3.0078 -4.0000 0.1 -0.1 -0.1 -0.242
N 2.9411 -3.1979 -5.0744 0.2 -0.1 -0.6 0.150
C -0.1015 -1.1040 -0.7841 -0.1 0.0 0.3 -0.421
O -0.9912 -1.4228 -1.5465 -0.2 0.0 0.0 0.083
C -0.4162 -0.6710 0.6520 0.0 0.1 -0.1 0.003
N -1.5004 0.2754 0.5775 0.3 -0.1 0.0 0.073
C -1.3899 1.4535 -0.1721 -0.2 0.1 0.2 -0.479
O -0.3751 1.8622 -0.6766 0.5 0.0 -0.2 0.109
N -2.6139 2.0237 -0.1598 -0.1 0.2 -0.1 0.169
C -3.6223 1.2002 0.4638 -0.2 0.0 0.1 -0.336
C -4.6985 0.7066 -0.5339 -0.1 -0.2 0.1 -0.085
C -6.0380 0.9503 0.1595 0.0 0.1 -0.1 -0.178
C -5.7801 2.1915 1.0078 0.0 -0.2 0.1 -0.183
C -4.3957 1.9164 1.5892 -0.1 0.0 0.0 -0.097
C -2.7799 0.0404 0.9881 -0.1 0.2 0.0 -0.365
O -3.1521 -0.8926 1.6513 -0.2 -0.1 0.0 0.122
C 2.8314 -1.6048 0.5842 0.0 0.2 -0.1 0.013
H 4.6174 -1.7896 3.3296 0.0 0.0 0.1 0.082
H 3.9498 -3.1313 2.3901 0.0 -0.1 0.0 0.075
H 5.5336 -2.4619 1.9870 0.1 -0.1 0.0 0.085
H 5.1901 0.3666 1.9577 0.1 0.1 0.1 0.121
H 4.9849 2.5205 -0.4494 0.1 0.1 0.0 0.087
H 4.8674 2.6679 1.3043 0.0 0.1 0.0 0.077
H 3.4945 3.1134 0.2757 0.0 0.1 0.0 0.082
H 2.2561 1.3288 -0.9960 -0.1 0.1 -0.1 0.125
H 0.6466 -1.2957 -3.1171 0.2 0.0 0.1 0.132
H 2.2702 -0.5975 -2.8616 -0.1 -0.1 0.0 0.137
H 3.0531 -2.8372 -1.9907 -0.1 0.0 0.0 0.119
H 1.4461 -3.5121 -2.3592 0.1 0.1 0.1 0.133
H 0.4472 -0.2133 1.1386 -0.2 -0.1 0.0 0.130
H -0.7761 -1.5267 1.2296 0.1 0.1 -0.1 0.145
H -2.8311 2.8376 -0.7088 0.2 -0.1 0.0 0.164
H -4.6246 1.2974 -1.4483 0.0 0.0 0.0 0.121
H -4.5483 -0.3400 -0.7932 0.0 0.0 -0.1 0.125
H -6.2762 0.1071 0.8077 -0.1 0.0 0.0 0.118
H -6.8495 1.0836 -0.5535 -0.1 -0.1 0.0 0.109
H -5.7572 3.0815 0.3764 0.0 0.1 0.0 0.112
H -6.5306 2.3361 1.7823 0.0 0.1 0.0 0.109
H -4.4800 1.2352 2.4373 0.0 0.0 0.0 0.122
H -3.8747 2.8165 1.9121 0.1 0.0 0.1 0.120
H 2.4348 -2.6089 0.6300 -0.1 -0.1 0.0 0.126

=====

49
Properties=species:S:1:pos:R:3:forces:R:3:lowdin_charge:R:1 method="wB97M-V/def2-TZVPD" homo_ev=-8.00 gap_ev=6.30 smiles="C#CCCCC1=CC(=O)C(S)=C(CCCCCCOC(=O)C=C)C1=O"
C -2.6847 -5.7261 0.9090 0.8 3.1 -4.8 0.055
C -2.4623 -4.9508 -0.1104 -1.0 -3.6 3.5 -0.131
C -2.2413 -4.0506 -1.4133 -0.1 -0.2 1.4 -0.192
C -3.2972 -2.7923 -1.3453 -0.3 -0.5 -1.4 -0.191
C -2.5755 -1.3808 -1.6517 0.8 0.5 0.5 -0.143
C -2.8731 -0.2221 -0.5807 -1.7 0.9 1.4 -0.103
C -4.1441 0.0864 0.0029 3.4 -0.2 -0.6 0.059
C -4.1849 1.3019 1.0859 -2.0 1.2 -0.1 -0.285
O -5.1645 2.1029 1.1676 4.2 -3.5 -0.1 0.026
C -2.8585 1.4004 2.0321 2.3 -0.1 -2.1 -0.396
S -3.0479 1.8906 3.8371 0.1 0.1 -1.3 0.711
C -1.5674 1.1010 1.4352 -2.5 0.5 1.0 -0.098
C -0.1967 1.1171 2.2705 -1.0 -0.2 0.4 -0.166
C 0.4850 2.5693 2.4355 -0.4 0.3 -0.2 -0.193
C 1.3758 3.0546 1.1810 0.8 0.6 0.7 -0.200
C 2.2515 1.8995 0.4753 0.1 0.6 -1.0 -0.215
C 3.7385 2.3886 0.0071 -0.9 -1.2 -1.0 -0.149
C 4.6540 1.0459 -0.1985 0.2 0.8 1.3 -0.173
O 4.9625 0.7960 -1.6176 -1.4 -2.8 0.5 -0.092
C 4.8038 -0.6177 -1.9191 2.7 -1.5 -1.2 -0.351
O 5.6286 -1.5101 -1.5131 -4.1 4.3 -1.5 0.041
C 3.5835 -1.1819 -2.8256 -0.2 0.6 0.0 -0.048
C 2.1807 -0.8005 -2.6149 1.3 0.4 0.1 0.008
C -1.6119 0.7109 -0.1324 0.7 0.5 -1.8 -0.199
O -0.7777 1.1046 -1.0049 -3.0 -1.7 3.8 0.034
H -2.9225 -6.5072 1.7172 0.6 1.9 -1.7 0.049
H -1.1408 -3.7027 -1.3982 -1.8 -0.4 0.1 0.101
H -2.3656 -4.6424 -2.4058 0.0 0.8 2.0 0.120
H -4.0480 -3.0022 -2.2123 1.1 0.5 1.7 0.117
H -3.8902 -2.8276 -0.3624 1.1 0.2 -1.5 0.108
H -2.7884 -0.9629 -2.7124 0.2 -0.8 1.8 0.133
H -1.4269 -1.5771 -1.6262 -2.0 0.6 0.0 0.103
H -5.0542 -0.5435 -0.2878 1.2 1.4 0.6 0.128
H -2.7172 3.2470 3.9705 -0.2 -1.3 -0.9 -0.109
H 0.4858 0.3032 1.8384 -0.8 1.5 0.5 0.109
H -0.4709 0.7624 3.3468 0.3 0.6 -2.0 0.104
H -0.3446 3.3727 2.5904 1.3 -1.5 -0.2 0.111
H 1.0805 2.5543 3.4254 -0.7 -0.1 -1.7 0.118
H 0.7309 3.6722 0.4324 1.1 -1.5 1.2 0.123
H 2.1409 3.8268 1.6071 -1.4 -1.2 -0.7 0.107
H 1.6988 1.6327 -0.5160 0.9 0.0 1.9 0.102
H 2.4021 0.9564 1.1205 -0.5 1.6 -0.8 0.100
H 3.5890 2.8451 -1.0501 0.6 -0.5 1.9 0.123
H 4.2174 3.1458 0.7297 -0.7 -1.3 -1.1 0.110
H 4.1352 0.0925 0.1890 0.7 1.7 -0.3 0.123
H 5.6241 1.2303 0.4025 -1.4 -0.6 -1.1 0.131
H 3.7800 -1.9379 -3.6892 0.2 -0.2 3.1 0.123
H 1.7504 0.1030 -3.1803 0.9 -0.2 2.5 0.083
H 1.5582 -1.3779 -1.8409 0.2 -0.2 -2.7 0.074

=====

54
Properties=species:S:1:pos:R:3:forces:R:3:lowdin_charge:R:1 method="wB97M-V/def2-TZVPD" total_charge=+2 homo_ev=-13.09 gap_ev=7.12
C -1.0333 -1.8316 -3.5601 -1.5 0.8 -1.7 -0.161
C -1.0204 -0.9173 -4.7788 -0.3 -0.2 -0.2 -0.258
H -0.9435 -2.8518 -3.9328 -0.3 -0.1 0.5 0.122
H -1.9939 -1.6350 -3.0498 0.2 -0.6 -0.1 0.144
C -0.9561 0.4079 -4.6452 -0.5 -0.2 0.8 -0.208
C -0.6522 0.9376 -3.2112 -1.9 0.8 -0.3 -0.090
H -1.4474 0.8680 -2.4413 -1.0 0.5 -1.2 0.125
H -0.4517 2.0323 -3.3717 0.5 -1.0 0.8 0.133
C -1.1760 -1.6213 -6.0910 -0.2 -0.2 -0.3 -0.036
H -0.9615 -2.6738 -5.8838 0.0 0.1 -0.6 0.073
H -0.4934 -1.2417 -6.8789 -0.4 -0.2 0.4 0.097
H -2.2160 -1.5828 -6.4728 0.5 0.1 0.1 0.106
C -1.2860 1.3000 -5.8407 0.4 0.2 -0.3 -0.043
H -2.2784 1.1139 -6.2867 0.2 -0.2 0.6 0.092
H -0.6115 1.0908 -6.6906 0.0 0.1 0.4 0.085
H -1.2479 2.3836 -5.6586 0.2 -0.4 0.2 0.077
Ca -0.6084 0.1510 2.3528 -0.2 0.1 0.1 1.590
O -0.0859 -0.3947 -0.0888 -0.9 1.1 0.2 -0.022
C 0.5096 0.2530 -0.9467 1.5 -1.3 0.3 -0.257
O 1.2841 1.0576 1.8887 0.9 0.6 -2.4 -0.122
C 1.8322 1.4145 0.8147 -0.5 -0.3 1.1 -0.427
O 2.6672 2.4162 0.8496 0.1 -0.3 -0.1 0.115
N 1.7006 0.9241 -0.4921 -1.2 0.1 0.6 0.099
C 3.4064 2.4789 -0.3956 1.0 0.9 0.6 -0.058
C 2.6715 1.6071 -1.3531 -1.2 0.0 -1.1 -0.076
H 4.3961 2.0923 -0.1739 0.1 0.1 0.0 0.146
H 3.4660 3.5292 -0.6879 0.0 -0.2 0.0 0.151
H 3.3104 0.8788 -1.8453 0.0 0.1 -0.1 0.149
H 2.1216 2.2105 -2.0834 0.3 -0.2 -0.1 0.144
C 0.3206 0.0445 -2.4667 1.9 -0.2 0.7 -0.201
C 0.0721 -1.5008 -2.6968 3.9 -0.6 1.5 -0.160
H 1.2842 0.3077 -2.9063 0.3 -0.5 0.2 0.126
H 0.1997 -2.2425 -1.8587 -0.9 1.5 0.2 0.135
H 1.0411 -1.8138 -3.1378 -0.6 0.2 -0.7 0.135
C 0.7301 3.2396 4.6651 0.0 0.3 0.2 -0.062
C 0.1457 2.0701 5.3720 -0.3 -0.7 0.8 -0.587
N -0.3073 0.9886 4.7698 0.0 -0.2 0.6 -0.029
C -0.7302 0.0191 5.7034 0.5 1.7 1.0 -0.319
C -0.6458 0.4497 7.0213 -0.2 -1.0 -1.3 -0.319
S 0.0486 2.0141 7.1414 -0.3 -0.5 -1.6 1.126
C -1.0574 -1.3076 5.2139 -0.2 -1.9 -0.7 -0.312
C -1.3807 -2.4378 5.9303 0.2 0.9 -0.3 -0.294
S -1.5263 -3.8256 4.9041 0.2 1.1 -0.2 1.141
C -1.1370 -2.8428 3.5219 0.0 0.6 1.5 -0.620
N -0.9174 -1.5780 3.8306 -0.3 -0.5 0.7 -0.119
C -1.0598 -3.3731 2.1452 -0.1 -0.6 -0.1 -0.057
H -0.0437 4.0158 4.5507 0.4 -0.1 -0.1 0.101
H 1.5504 3.6491 5.2779 -0.3 0.0 -0.4 0.097
H 1.1091 2.9242 3.6848 -0.1 0.2 0.3 0.064
H -0.9596 -0.1645 7.8627 0.3 0.5 0.0 0.092
H -1.5063 -2.4406 7.0137 0.0 -0.4 -0.5 0.098
H -0.4417 -4.2775 2.1719 -0.2 0.1 -0.3 0.102
H -2.0703 -3.6423 1.8157 0.3 -0.1 -0.1 0.105
H -0.6204 -2.6729 1.4247 -0.1 -0.1 0.2 0.066

=====

65
Properties=species:S:1:pos:R:3:forces:R:3:lowdin_charge:R:1 method="wB97M-V/def2-TZVPD" total_charge=+1 e_above_lowest_kcal_mol=0.0 homo_ev=-12.83 gap_ev=10.40
F 5.1172 1.3685 1.3036 -0.4 0.1 -0.2 0.190
C 3.9499 1.4177 0.6667 0.0 -0.3 -0.1 -0.516
F 3.6620 0.1979 0.1934 0.2 0.3 0.1 0.168
F 4.0873 2.2436 -0.3955 0.1 -0.2 0.2 0.133
C 2.8013 1.9322 1.6020 0.0 0.0 0.2 -0.419
F 1.7075 1.1349 1.3890 0.1 0.1 0.0 0.103
F 3.2027 1.7156 2.8783 -0.1 0.0 -0.2 0.128
C 2.4050 3.3840 1.4278 -0.2 0.0 -0.1 -0.056
C 1.6717 3.7230 0.1075 0.1 0.2 0.2 -0.132
C 0.1538 3.8643 0.2414 0.2 -0.1 -0.2 -0.106
N -0.5329 2.5667 0.2126 -0.2 0.0 0.1 -0.047
C -0.6153 1.7309 -0.8918 0.0 -0.1 0.0 0.008
C -1.3416 0.6479 -0.5290 0.2 0.2 -0.1 0.008
N -1.6857 0.8340 0.7941 -0.1 -0.4 -0.2 0.137
C -1.1952 1.9937 1.2150 0.0 -0.1 0.0 -0.700
Cl -1.4042 2.6164 2.7663 0.1 0.0 -0.1 0.859
H 1.7569 3.6074 2.2818 0.1 0.0 0.0 0.129
H 3.2899 4.0116 1.5462 0.0 -0.2 0.0 0.142
H 1.9114 3.0091 -0.6812 -0.1 0.0 0.0 0.110
H 2.0456 4.6882 -0.2424 -0.1 -0.1 0.0 0.130
H -0.1069 4.3648 1.1736 -0.1 0.0 -0.1 0.108
H -0.2467 4.4480 -0.5890 0.0 0.0 0.1 0.142
H -0.1688 1.9770 -1.8435 -0.1 0.0 0.1 0.141
H -1.6476 -0.2071 -1.1109 -0.1 0.0 0.2 0.142
H -2.2367 0.1662 1.3305 0.0 0.1 0.0 0.149
C -3.5544 -2.6518 2.8154 -0.2 -0.1 0.0 -0.097
C -4.1543 -3.8464 2.0942 0.0 0.0 0.1 -0.089
O -4.6802 -3.2392 0.8943 0.0 0.0 0.0 0.094
C -4.0195 -2.1096 0.6543 0.0 0.0 -0.1 -0.580
O -4.0665 -1.4434 -0.3317 0.1 0.1 0.0 0.158
O -3.2311 -1.7805 1.7150 0.3 0.3 0.3 0.005
H -2.6593 -2.8850 3.3847 0.1 0.0 -0.1 0.133
H -4.2773 -2.1493 3.4587 0.0 0.0 0.0 0.135
H -3.4052 -4.5834 1.8071 0.0 0.0 0.0 0.141
H -4.9452 -4.3397 2.6454 -0.1 0.0 -0.1 0.118
C -3.2497 -5.6401 7.3162 0.0 0.1 0.1 -0.105
C -4.4130 -4.6650 7.2893 0.0 0.0 0.1 -0.105
O -4.7055 -4.5892 5.8857 0.0 0.0 0.0 0.048
C -4.2587 -5.7248 5.2969 -0.1 -0.1 0.1 -0.567
O -4.5106 -6.0457 4.1790 0.1 0.1 0.0 0.156
O -3.4968 -6.4337 6.1493 0.0 0.0 0.0 0.073
H -3.2266 -6.2750 8.1966 0.0 -0.1 -0.1 0.136
H -2.2853 -5.1430 7.2010 0.0 0.0 0.0 0.133
H -5.2927 -5.0480 7.8067 0.0 0.0 0.0 0.136
H -4.1683 -3.6782 7.6712 0.0 0.0 -0.1 0.132
C 5.6783 1.7397 -3.3182 0.1 0.0 0.2 -0.110
C 4.7592 0.5897 -3.6710 0.0 0.0 0.2 -0.109
O 3.9662 1.1742 -4.7039 -0.1 -0.2 -0.2 0.026
C 4.6733 2.1770 -5.2881 0.0 0.2 0.2 -0.565
O 4.3357 2.7401 -6.2752 0.0 0.0 -0.1 0.175
O 5.7724 2.4599 -4.5526 -0.1 -0.2 -0.1 0.074
H 6.6645 1.4330 -2.9823 0.1 0.1 -0.1 0.138
H 5.2232 2.3930 -2.5737 0.1 0.0 0.0 0.114
H 5.2832 -0.2845 -4.0584 0.0 0.0 -0.1 0.138
H 4.1180 0.2895 -2.8457 -0.1 0.0 0.0 0.123
C 0.4956 1.0167 -7.0053 0.0 0.1 0.0 -0.094
C 0.8645 1.5467 -5.6341 0.2 0.1 0.0 -0.117
O -0.3557 1.3674 -4.9004 0.0 0.1 0.1 0.032
C -1.0738 0.3829 -5.4979 0.0 -0.1 -0.1 -0.580
O -2.0406 -0.1183 -5.0257 0.0 0.0 0.1 0.163
O -0.5238 0.0575 -6.6857 0.0 0.0 0.0 0.069
H 1.3173 0.5298 -7.5212 0.0 -0.1 0.0 0.137
H 0.0663 1.7845 -7.6497 0.0 0.0 0.0 0.136
H 1.6456 0.9608 -5.1544 0.0 0.0 -0.1 0.111
H 1.1504 2.5950 -5.6325 -0.1 0.0 0.0 0.134

=====

Table of energy (eV), in record order: -33234.757 -40139.647 -71856.475 -74801.065
Table of F_max (eV/Å), in record order: 0.68 6.12 4.19 0.50